Entry 1:
ORCA calculation (wB97M-V/def2-TZVPD) on one molecule with the formula C4H9N.

* SMILES: C=C(N)CC
* charge: 0

Bonds (Å) are listed after each position.
Atoms and positions in Å:
1 C 0.43 -1.48 0.48  C2 1.376, H6 1.086, H7 1.090
2 C 0.78 -0.25 -0.04  C1 1.376, N3 1.357, C4 1.543
3 N 2.09 0.06 -0.23  C2 1.357, H8 1.010, H9 1.009
4 C -0.27 0.86 -0.23  C2 1.543, C5 1.538, H10 1.097, H11 1.116
5 C -1.72 0.41 -0.02  C4 1.538, H12 1.109, H13 1.085, H14 1.096
6 H 0.00 -2.24 -0.17  C1 1.086
7 H 0.02 -1.51 1.49  C1 1.090
8 H 2.43 0.98 -0.44  N3 1.010
9 H 2.71 -0.73 -0.11  N3 1.009
10 H -0.17 1.35 -1.20  C4 1.097
11 H -0.03 1.63 0.55  C4 1.116
12 H -2.12 -0.19 -0.87  C5 1.109
13 H -1.83 -0.24 0.84  C5 1.085
14 H -2.30 1.34 -0.05  C5 1.096

=====

Entry 2:
ORCA calculation (wB97M-V/def2-TZVPD) on one molecule with the formula C4H9N.

* SMILES: C/C=C/CN
* charge: 0

Bonds (Å) are listed after each position.
Atoms and positions in Å:
1 C 2.31 -0.24 -0.04  C2 1.533, H6 1.147, H7 1.169, H8 1.120
2 C 0.94 0.41 -0.22  C1 1.533, C3 1.323, H9 1.135
3 C -0.13 -0.10 0.38  C2 1.323, C4 1.507, H10 1.079
4 C -1.47 0.58 0.25  C3 1.507, N5 1.503, H11 1.093, H12 1.077
5 N -2.50 -0.36 -0.31  C4 1.503, H13 1.030, H14 1.055
6 H 2.21 -0.84 0.93  C1 1.147
7 H 2.50 -0.90 -0.98  C1 1.169
8 H 3.16 0.50 0.00  C1 1.120
9 H 0.92 1.30 -0.92  C2 1.135
10 H -0.06 -0.99 0.98  C3 1.079
11 H -1.76 0.98 1.22  C4 1.093
12 H -1.36 1.47 -0.35  C4 1.077
13 H -2.70 -1.17 0.29  N5 1.030
14 H -2.06 -0.65 -1.23  N5 1.055

=====

Entry 3:
ORCA calculation (wB97M-V/def2-TZVPD) on a 2-piece molecular cluster, C4H9N overall.

* SMILES: CN1C=C1.C
* charge: 0

Bonds (Å) are listed after each position.
Atoms and positions in Å:
1 C 2.14 0.04 -0.44  N2 1.466, H5 1.101, H6 1.095, H7 1.096
2 N 0.77 -0.33 -0.04  C1 1.466, C3 1.490, C4 1.486
3 C 0.22 0.51 1.06  N2 1.490, C4 1.277, H8 1.077
4 C 0.61 -0.66 1.39  N2 1.486, C3 1.277, H9 1.077
5 H 2.72 0.50 0.36  C1 1.101
6 H 2.66 -0.87 -0.79  C1 1.095
7 H 2.08 0.73 -1.29  C1 1.096
8 H -0.29 1.45 1.16  C3 1.077
9 H 0.69 -1.52 2.03  C4 1.077
10 C -2.32 0.02 -0.68  H11 1.093, H12 1.094, H13 1.092, H14 1.090
11 H -3.15 0.12 0.03  C10 1.093
12 H -1.86 1.00 -0.84  C10 1.094
13 H -2.70 -0.35 -1.64  C10 1.092
14 H -1.57 -0.66 -0.31  C10 1.090

=====

For each record above, in turn, the calculated orbital gap values are 6.74 10.09 9.50 eV.
For each record above, in turn, the calculated ΔE to the lowest compared entry with this formula, charge and spin values are 68.2 21.8 87.3 kcal/mol.